Record 1
C4H6OS | ωB97M-V/def2-TZVPD

Last column: Mulliken charge in e.
Element x y z (Å)
1 C -2.10732 -0.42111 0.18016  -1.06
2 C -0.92745 0.19899 -0.43635  -0.13
3 C 0.35822 -0.00426 -0.05983  -0.05
4 O 1.42992 0.58051 -0.61473  -0.24
5 C 2.61388 0.40607 0.01981  0.07
6 S 4.04128 0.85057 -0.53463  -0.27
7 H -2.82507 -0.61746 -0.58920  0.32
8 H -1.89203 -1.40243 0.68753  0.32
9 H -2.63918 0.28066 0.89130  0.24
10 H -0.98701 0.84153 -1.32682  0.31
11 H 0.43238 -0.65703 0.77800  0.27
12 H 2.50238 -0.05603 1.00475  0.21

As for the total energy: -17126.224 eV. For the highest occupied orbital energy, the calculation gives -9.0 eV. The value obtained for the gap between HOMO and LUMO is 9.15 eV.


Record 2
C4H6OS2 | ωB97M-V/def2-TZVPD

Last column: Mulliken charge in e.
Element x y z (Å)
1 C 0.39886 -0.14420 -0.81941  -0.02
2 C 0.05673 0.36271 0.26982  0.41
3 C 1.57134 -0.90535 -1.18887  -0.64
4 C -2.19995 0.69918 1.03580  -0.64
5 O -0.75213 0.97501 1.06630  -0.36
6 S 2.18306 -0.34377 1.60253  -0.32
7 S 2.98525 -0.22132 -0.19844  -0.07
8 H -0.11596 0.42536 -1.69634  0.18
9 H 1.57312 -2.03903 -1.03010  0.24
10 H 1.88104 -0.80129 -2.21397  0.36
11 H -2.24812 -0.14620 1.73247  0.30
12 H -2.58418 0.60050 0.03953  0.33
13 H -2.74907 1.53839 1.40068  0.24

As for the total energy: -27959.236 eV. For the highest occupied orbital energy (alpha / beta), the calculation gives -7.1 / -7.1 eV. The value obtained for the gap between HOMO and LUMO (alpha / beta) is 6.92 / 6.92 eV.


Record 3
C4H6OS2 | ωB97M-V/def2-TZVPD

Last column: Mulliken charge in e.
Element x y z (Å)
1 S -3.47578 0.61127 0.17819  -0.25
2 C -2.02019 0.06491 -0.41824  -0.06
3 O -1.08555 -0.49317 0.33294  -0.30
4 C 0.16858 -0.80790 -0.32050  -0.15
5 C 1.34926 -0.59584 0.63745  -0.76
6 C 1.09869 0.35656 -0.40680  0.11
7 S 0.47436 1.97942 0.04175  -0.23
8 H -1.64238 0.15817 -1.44165  0.31
9 H 0.06582 -1.69241 -0.95414  0.42
10 H 2.24540 -1.30402 0.59101  0.23
11 H 0.98112 -0.47925 1.67871  0.23
12 H 1.85810 0.50508 -1.17733  0.33
13 H -0.01742 1.69718 1.25862  0.13

As for the total energy: -27960.918 eV. For the highest occupied orbital energy, the calculation gives -8.8 eV. The value obtained for the gap between HOMO and LUMO is 9.11 eV.


Record 4
C4H6OS2 | ωB97M-V/def2-TZVPD

Last column: Mulliken charge in e.
Element x y z (Å)
1 C -1.04894 -0.82501 0.87072  -0.85
2 C 0.12281 -0.36657 0.49049  0.53
3 C 1.36341 1.50197 1.46230  0.47
4 C 0.73688 -0.35240 -0.83856  -1.06
5 O 0.96807 0.15861 1.51703  -0.39
6 S 2.68382 2.07597 2.18406  -0.13
7 S 0.32426 2.56321 0.61076  -0.19
8 H -1.49943 -0.68458 1.89546  0.24
9 H -1.89907 -1.11844 0.27959  0.29
10 H 1.69987 -0.81988 -0.76373  0.28
11 H 0.20826 -0.91635 -1.50753  0.46
12 H 0.66458 0.65471 -1.31334  0.29
13 H 1.08482 3.52246 0.76839  0.07

As for the total energy: -27958.271 eV. For the highest occupied orbital energy (alpha / beta), the calculation gives -6.1 / -9.4 eV. The value obtained for the gap between HOMO and LUMO (alpha / beta) is 6.72 / 6.60 eV. As for the expectation value of S²: 2.006. Its spin multiplicity is 3.


Q: Which ΔE to the lowest compared entry with this formula, charge and spin values were calculated for the entries above? A: 183.9, 390.0, 227.7, 152.1, in kJ/mol.